No. 1
A cluster of 10 separate species, C36H44BBr8O20S2 in total in a non-equilibrium geometry, computed with ωB97M-V/def2-TZVPD.

As for the spin multiplicity: 1. Its HOMO energy is -7.9 eV. For the gap between HOMO and LUMO, the calculation gives 7.88 eV. The net charge is -1. The calculation puts the largest force on an atom at 3.1 eV Å⁻¹.

Structure (XYZ):
```
111
Properties=species:S:1:pos:R:3:forces:R:3:mulliken_charge:R:1
O 4.739 -7.802 -19.038 -0.50 2.61 1.10 -0.5526
C 5.047 -8.827 -19.496 0.33 -2.83 -1.25 0.5838
O 5.735 -9.047 -20.611 0.29 0.42 -0.10 -0.6411
B 5.919 -10.480 -20.827 0.13 -0.34 -0.05 1.8937
O 5.194 -11.139 -19.733 -0.15 -0.10 0.08 -0.9459
C 4.668 -10.228 -18.932 0.58 0.33 -0.21 0.4361
O 4.069 -10.406 -17.916 -0.37 -0.15 0.23 -0.1350
O 7.354 -10.877 -20.820 -0.06 0.34 0.15 -0.1707
C 7.718 -11.240 -22.037 0.55 0.12 -0.45 0.0024
O 8.825 -11.484 -22.421 -0.05 -0.10 0.19 -0.6048
C 6.455 -11.296 -22.912 -0.49 -0.63 0.55 0.5173
O 5.450 -10.886 -22.161 -0.35 0.28 -0.10 -0.6313
O 6.358 -11.769 -24.008 0.17 0.20 -0.26 -0.4987
Br 6.568 -13.315 -27.189 0.47 0.04 -0.36 -0.1301
C 8.198 -14.206 -26.588 -0.27 -0.92 0.45 -0.6237
C 8.227 -14.153 -25.086 0.64 0.73 0.86 -0.0625
Br 10.045 -14.571 -24.449 -0.19 -0.21 -0.14 -0.1851
H 9.115 -13.803 -27.003 -0.30 0.51 -0.22 0.5297
H 8.106 -15.237 -26.923 0.01 0.05 -0.11 0.3638
H 7.563 -14.806 -24.529 -0.10 -0.28 -0.42 0.1974
H 8.069 -13.154 -24.689 -0.04 0.07 -0.24 -0.0493
Br 1.895 -12.972 -16.900 0.10 0.11 -0.09 -0.1746
C 3.750 -12.988 -16.283 -0.29 0.20 0.46 -0.2712
C 3.956 -12.041 -15.101 -0.33 -1.20 -0.48 -0.2610
Br 2.963 -12.849 -13.597 0.19 0.59 0.02 -0.1721
H 4.356 -12.740 -17.147 0.08 0.04 0.06 -0.1891
H 3.899 -14.002 -15.931 0.24 -0.09 -0.28 0.5584
H 3.619 -11.036 -15.321 -0.07 0.06 0.26 0.1733
H 4.996 -12.087 -14.798 0.03 0.24 0.02 0.2995
Br 7.015 -10.387 -16.287 0.51 0.12 -0.24 -0.1539
C 7.112 -8.452 -16.506 -0.57 0.42 0.18 -0.0579
C 5.843 -7.941 -15.888 -1.52 0.20 0.27 -0.2827
Br 5.809 -6.003 -15.770 0.26 0.19 0.09 -0.1989
H 7.143 -8.158 -17.552 0.07 -0.38 -0.12 -0.0943
H 7.984 -8.028 -16.015 0.11 -0.40 0.17 0.4976
H 5.570 -8.340 -14.912 0.78 0.14 0.23 0.5043
H 4.929 -8.137 -16.448 0.43 -0.27 -0.61 -0.2680
Br 11.688 -9.011 -20.146 -0.14 -0.02 -0.01 -0.1539
C 10.064 -7.967 -20.390 -0.37 -0.05 -0.70 0.2224
C 10.082 -6.812 -19.425 0.16 -0.66 -0.07 -0.6202
Br 8.329 -5.978 -19.360 0.12 0.12 -0.11 -0.1923
H 9.197 -8.614 -20.292 0.11 -0.23 0.40 -0.2217
H 10.051 -7.636 -21.427 0.20 0.06 0.03 0.0786
H 10.854 -6.125 -19.757 -0.19 0.40 0.29 0.4311
H 10.288 -7.189 -18.429 0.02 0.26 0.12 0.4386
O 3.083 -19.109 -26.172 -0.59 -0.14 -0.29 -0.6175
S 4.071 -18.527 -25.341 -0.08 0.53 0.80 1.2506
O 5.440 -18.554 -25.735 0.55 -0.21 -0.08 -0.6569
O 3.658 -17.020 -25.071 0.08 -0.18 -0.69 -0.3503
C 4.700 -16.020 -24.869 -0.04 -0.28 0.49 -0.3658
C 4.070 -14.708 -25.201 -1.09 0.53 0.37 -0.5411
C 3.895 -19.163 -23.690 0.66 -0.61 0.22 -0.9637
H 5.580 -16.239 -25.470 -0.16 -0.12 -0.18 0.3979
H 4.974 -16.120 -23.815 0.15 0.33 -0.02 0.2789
H 3.622 -14.720 -26.195 0.46 0.02 -0.23 0.3598
H 4.737 -13.860 -25.075 0.24 -0.12 -0.15 -0.1720
H 3.209 -14.511 -24.554 0.15 -0.18 0.21 0.3590
H 3.500 -20.177 -23.714 -0.28 0.13 -0.20 0.3630
H 3.287 -18.499 -23.089 -0.18 -0.01 -0.09 0.3045
H 4.891 -19.257 -23.256 0.00 0.30 -0.02 0.3359
O -0.320 -9.344 -14.114 0.00 -0.01 -0.08 -0.6114
S -0.949 -8.318 -14.889 0.25 -0.56 -0.21 1.1981
O -1.576 -7.226 -14.235 -0.52 0.42 0.08 -0.6280
O 0.103 -7.666 -15.878 -0.15 -0.09 0.31 -0.3161
C 1.180 -8.478 -16.363 1.03 -0.66 -0.36 -0.1367
C 2.085 -7.584 -17.187 0.12 -0.57 0.06 -0.5796
C -2.029 -9.089 -16.084 0.42 1.17 0.33 -0.8789
H 0.853 -9.373 -16.907 -0.52 0.41 -0.27 0.2070
H 1.753 -8.927 -15.547 -0.20 0.38 0.29 0.2830
H 2.727 -8.199 -17.818 0.01 -0.03 0.17 -0.2014
H 2.729 -7.038 -16.499 -0.06 0.40 -0.23 0.2419
H 1.539 -6.924 -17.857 -0.11 0.15 0.19 0.4004
H -1.399 -9.852 -16.528 -0.47 -0.39 -0.10 0.2886
H -2.256 -8.296 -16.794 0.00 -0.13 -0.15 0.3054
H -2.953 -9.380 -15.599 0.15 -0.51 0.07 0.3796
C 7.257 -4.983 -25.463 -0.27 0.03 0.54 -0.3804
C 8.420 -5.458 -25.011 0.05 0.23 -1.54 -0.4886
C 8.504 -6.701 -24.204 -0.55 0.76 1.19 0.2426
O 9.532 -7.235 -23.857 0.17 -0.02 -0.45 -0.5311
C 7.197 -7.072 -23.580 0.15 -0.97 -0.54 -0.0714
C 6.034 -6.642 -24.052 -0.29 0.18 0.18 -0.1669
C 5.970 -5.704 -25.214 0.46 0.00 0.71 0.1143
O 4.979 -5.537 -25.881 -0.09 0.10 -0.04 -0.5417
H 7.204 -4.005 -25.926 -0.05 -0.25 -0.47 0.3857
H 9.288 -4.940 -25.407 0.39 -0.26 0.69 0.3987
H 7.225 -7.841 -22.816 0.11 0.21 0.21 0.4935
H 5.118 -6.938 -23.551 -0.13 -0.06 -0.35 0.5291
C 10.241 -14.733 -17.342 0.43 0.08 -0.16 -0.4390
C 8.969 -14.882 -17.015 -0.92 -0.61 -0.08 -0.4878
C 7.867 -14.053 -17.589 0.57 -0.25 -0.76 0.2796
O 6.709 -14.377 -17.448 -0.13 0.21 0.26 -0.5592
C 8.314 -12.940 -18.456 0.20 0.79 0.38 -0.2209
C 9.608 -12.671 -18.632 -0.07 -0.42 -1.08 -0.3935
C 10.689 -13.589 -18.194 -0.36 0.62 1.34 0.2062
O 11.860 -13.329 -18.340 0.18 -0.24 -0.38 -0.5603
H 11.003 -15.398 -16.952 0.07 0.02 -0.15 0.3902
H 8.598 -15.741 -16.464 0.21 0.16 0.28 0.4077
H 7.631 -12.225 -18.893 -0.50 -0.35 0.15 0.9062
H 9.866 -11.837 -19.277 0.31 0.00 0.15 0.4450
C 3.721 -10.951 -25.787 -0.16 0.00 0.15 -0.0444
C 3.194 -11.264 -24.600 0.57 0.27 -0.07 0.1877
C 2.090 -10.473 -24.010 0.11 -0.30 -0.70 0.2069
O 1.671 -10.671 -22.897 -0.18 -0.01 0.42 -0.5871
C 1.542 -9.396 -24.869 -0.05 0.62 0.48 -0.4056
C 2.018 -9.116 -26.072 0.35 0.48 -0.45 -0.4077
C 3.106 -9.918 -26.682 0.07 -1.34 0.26 0.0413
O 3.426 -9.888 -27.851 -0.15 0.62 0.07 -0.5618
H 4.590 -11.483 -26.164 -0.14 0.14 -0.04 0.2220
H 3.667 -12.013 -23.980 -0.18 -0.04 0.09 0.4594
H 0.822 -8.729 -24.407 -0.17 -0.24 0.02 0.4087
H 1.679 -8.244 -26.615 -0.10 -0.09 -0.18 0.4031
```
Forces are in eV/Å.

=====

No. 2
The molecule C6H10O in a non-equilibrium geometry, computed with ωB97M-V/def2-TZVPD.

As for the spin multiplicity: 1. Its HOMO energy (spin up / spin down) is -7.6 / -8.1 eV. For the gap between HOMO and LUMO (spin up / spin down), the calculation gives 7.85 / 8.92 eV. The net charge is 0. The calculation puts the largest force on an atom at 6.0 eV Å⁻¹. The calculation puts the energy above the lowest of the compared OMol25 structures with the same formula, charge and spin at 5.207 eV.

Structure (XYZ):
```
17
Properties=species:S:1:pos:R:3:forces:R:3:mulliken_charge:R:1
C -0.770 -1.181 0.327 -0.11 -0.05 0.05 -0.7397
C -1.286 0.218 0.440 1.81 1.04 0.20 -0.1541
C 0.726 -1.100 0.087 -0.59 -0.76 2.88 0.2748
C 1.063 0.279 -0.311 1.03 0.51 2.91 0.1361
C -2.137 0.809 -0.606 -2.65 0.42 -0.07 -1.0755
C 2.416 0.845 0.213 0.07 -2.44 -5.50 -1.1803
O 1.127 -0.758 -1.182 0.03 -0.50 -2.50 -0.4150
H -0.962 -1.688 1.271 -0.06 -0.42 -0.08 0.3436
H -1.225 -1.706 -0.504 -0.36 -0.31 -0.05 0.3359
H -1.229 0.671 1.459 -0.10 -0.29 -1.06 0.4065
H 1.327 -1.822 0.751 -0.26 1.21 -1.50 0.3201
H -1.711 1.031 -1.588 0.32 -0.54 0.16 0.2732
H -2.692 1.761 -0.353 0.87 -0.90 0.25 0.3078
H -2.985 0.064 -0.739 0.72 0.69 -0.34 0.2801
H 2.518 0.696 1.203 0.16 -0.22 3.44 0.3054
H 2.699 1.814 -0.120 0.02 0.85 -0.15 0.3211
H 3.121 0.069 -0.350 -0.89 1.71 1.34 0.2601
```
Forces are in eV/Å.

=====

No. 3
A cluster of 11 separate species, C42H66O18S2 in total in a non-equilibrium geometry, computed with ωB97M-V/def2-TZVPD.

As for the spin multiplicity: 1. Its HOMO energy is -8.8 eV. For the gap between HOMO and LUMO, the calculation gives 8.92 eV. The net charge is 0. The calculation puts the largest force on an atom at 7.4 eV Å⁻¹.

Structure (XYZ):
```
128
Properties=species:S:1:pos:R:3:forces:R:3:mulliken_charge:R:1
C -4.141 -2.215 -1.700 -0.28 -0.27 -0.38 -0.9487
S -4.176 -3.806 -0.797 0.41 -0.13 -0.04 0.5161
O -5.497 -4.465 -1.085 0.95 0.55 -0.18 -0.6711
C -2.866 -4.606 -1.836 -0.54 0.01 0.80 -0.6101
H -4.405 -2.518 -2.713 -0.13 0.30 -0.16 0.3883
H -3.180 -1.700 -1.708 0.24 -0.43 0.23 0.1451
H -4.883 -1.523 -1.300 -0.17 -0.30 0.09 0.4632
H -1.933 -4.044 -1.797 -0.25 0.37 -0.17 -0.0518
H -3.275 -4.764 -2.833 0.14 0.08 0.00 0.3875
H -2.630 -5.554 -1.353 -0.31 -0.13 -0.11 0.3809
C 3.369 -1.079 -4.239 -0.30 0.08 0.45 -0.1110
S 5.067 -1.319 -3.536 -0.47 2.77 -0.70 0.3846
O 5.673 0.091 -3.806 -0.89 -2.59 0.87 -0.6159
C 4.586 -1.445 -1.751 -0.30 -0.05 -0.31 -0.2824
H 2.681 -1.899 -4.028 0.25 -0.21 0.02 0.0851
H 3.350 -0.855 -5.305 0.69 -0.42 -0.05 0.4370
H 2.949 -0.177 -3.795 0.24 0.03 0.43 -0.2655
H 4.144 -2.401 -1.472 0.48 -0.56 -0.55 0.2099
H 3.770 -0.789 -1.449 0.49 0.77 -0.27 -0.2488
H 5.521 -1.307 -1.208 -0.22 0.21 0.11 0.4312
C -0.244 -5.893 -3.638 -1.10 -0.63 -0.64 -0.3563
C -0.035 -4.544 -3.827 2.14 0.52 1.41 -0.7506
C 0.852 -3.930 -2.910 0.16 -1.04 0.75 0.1783
C 1.512 -4.711 -1.902 -1.28 0.83 -1.39 -0.0583
C 1.151 -6.038 -1.722 1.44 0.18 -0.23 -0.6113
C 0.262 -6.635 -2.580 -0.46 0.22 -0.57 -0.6812
H -0.861 -6.403 -4.362 -0.15 -0.18 -0.07 0.3716
H -0.334 -4.003 -4.712 -0.47 -0.04 0.10 0.4293
H 1.019 -2.863 -2.917 0.17 0.02 -0.23 0.1780
H 2.323 -4.294 -1.324 -0.13 0.23 0.18 0.4141
H 1.796 -6.644 -1.103 -0.35 -0.13 0.55 0.4159
H -0.009 -7.678 -2.504 0.12 -0.08 0.06 0.4496
O 5.881 2.372 0.443 -1.75 0.08 1.68 -0.6180
C 5.175 2.407 1.444 2.48 -0.26 -1.06 0.4075
O 3.931 1.940 1.503 -1.34 -1.41 -0.19 -0.1250
C 3.490 1.796 2.860 -0.05 0.27 1.73 0.0244
C 4.239 2.906 3.602 -0.23 0.50 -0.14 -0.6190
C 5.554 3.010 2.784 -0.71 0.34 -0.18 -0.4491
H 3.667 0.870 3.406 1.10 -0.74 -1.00 -0.0258
H 2.411 1.782 3.014 -0.19 0.91 -0.89 0.2252
H 4.352 2.724 4.671 0.26 -0.32 -0.15 0.4354
H 3.589 3.781 3.561 0.44 0.43 -0.28 0.2447
H 6.413 2.531 3.255 -0.12 -0.16 -0.19 0.2907
H 5.867 3.996 2.440 -0.01 0.32 0.72 0.2528
O -0.901 2.694 -2.601 -1.63 -1.99 -3.93 -0.6680
C -1.527 2.104 -3.542 1.44 3.93 1.63 0.2215
O -2.146 1.002 -3.284 -0.60 -1.67 2.11 0.2295
C -3.087 0.506 -4.214 1.42 0.55 -2.78 -0.5321
C -3.208 1.688 -5.290 0.42 -1.28 1.69 -0.7273
C -1.913 2.535 -5.017 -1.17 0.35 0.67 -0.5645
H -3.988 0.142 -3.719 0.12 0.36 -0.01 0.3505
H -2.554 -0.296 -4.726 -0.42 -0.54 0.19 0.3441
H -4.123 2.170 -4.946 0.19 0.76 -0.59 0.2753
H -3.316 1.311 -6.307 -0.02 0.08 0.18 0.3647
H -2.243 3.567 -5.136 0.35 0.28 0.86 0.2811
H -1.090 2.534 -5.732 0.06 -0.89 0.08 0.3890
O 0.411 5.434 -5.024 0.79 -1.23 0.93 -0.6474
C 1.322 4.653 -4.778 -1.38 2.74 -0.32 0.5714
O 1.923 4.073 -5.808 -0.78 -0.77 -0.79 -0.3537
C 3.009 3.262 -5.447 1.73 0.82 0.78 -0.5810
C 2.923 3.106 -3.904 -1.80 0.25 0.35 -0.0212
C 2.004 4.380 -3.458 1.64 -1.50 -1.49 -0.2042
H 3.875 3.838 -5.772 0.42 -0.07 0.30 0.2549
H 3.063 2.353 -6.046 -0.53 -0.17 0.34 0.3418
H 3.853 3.044 -3.337 -0.01 -0.01 -0.38 0.5882
H 2.359 2.182 -3.777 0.00 -0.09 0.51 -0.4020
H 2.773 5.130 -3.271 -0.40 0.55 -0.08 0.3864
H 1.281 4.387 -2.642 0.25 -0.65 -0.08 0.0750
O -3.676 0.103 6.852 -0.11 -0.47 2.36 -0.5888
C -3.830 0.276 5.695 0.51 0.57 0.45 0.3159
O -3.847 1.509 5.193 -0.12 1.00 2.14 -0.3329
C -4.162 1.487 3.862 -0.87 1.30 -1.55 -0.3219
C -3.817 0.135 3.411 0.91 -1.45 -2.63 0.1999
C -3.678 -0.709 4.631 -0.17 -0.64 -0.58 -0.0525
H -3.595 2.285 3.383 -0.33 -0.04 -0.18 0.1895
H -5.235 1.608 3.711 -0.07 0.67 0.12 0.2650
H -2.843 0.138 2.922 -0.13 0.03 -0.44 -0.5325
H -4.573 -0.240 2.721 0.24 -0.08 -0.13 0.6334
H -2.627 -0.958 4.771 -0.13 -0.88 -0.11 -0.1046
H -4.361 -1.559 4.633 0.34 -0.01 0.48 0.3470
O -0.538 -2.319 -0.799 1.20 2.86 0.99 -0.5217
C -0.089 -1.196 -0.480 -2.91 -3.12 -0.70 -0.1385
O 1.073 -0.766 -0.895 0.87 0.79 -0.93 0.2119
C 1.285 0.633 -0.540 0.80 -0.36 2.34 0.0865
C 0.346 0.779 0.754 0.71 1.41 -1.75 -0.0860
C -0.800 -0.152 0.348 0.45 0.66 1.08 1.1774
H 1.234 1.341 -1.368 -1.21 -0.31 -0.18 -0.2159
H 2.343 0.702 -0.286 0.01 -0.14 0.38 0.0275
H 0.063 1.823 0.888 -0.39 0.07 -0.40 0.5993
H 0.876 0.622 1.694 0.03 -0.99 -0.18 -0.4091
H -1.521 0.416 -0.241 0.13 -0.18 -0.46 -0.8163
H -1.369 -0.523 1.201 0.21 -0.50 -0.17 0.0577
O -6.754 3.655 0.596 2.27 -1.22 0.08 -0.6206
C -5.611 3.488 0.195 -2.13 2.09 -0.24 0.4147
O -4.553 2.989 0.874 -0.78 -0.53 0.48 -0.2594
C -3.406 3.021 0.056 1.35 -0.34 -2.19 0.7048
C -3.887 3.273 -1.410 0.30 0.85 0.41 0.1083
C -5.086 4.122 -1.089 -1.54 -0.54 0.26 -0.6864
H -2.863 2.076 0.056 -0.20 -0.06 0.58 -0.6528
H -2.704 3.811 0.322 -0.24 0.11 0.44 0.2960
H -4.129 2.343 -1.923 -0.33 -0.06 0.20 -0.1139
H -3.171 3.791 -2.049 0.27 -0.07 0.40 0.2333
H -5.907 4.233 -1.797 0.19 -0.39 -0.16 0.3396
H -4.928 5.140 -0.733 0.81 0.18 -0.24 0.2966
O 0.712 0.803 4.602 -2.08 -0.84 2.62 -0.6743
C 0.063 0.437 5.630 3.43 4.71 -4.59 0.5863
O -0.231 -0.749 5.834 -0.32 -5.85 -1.22 -0.3769
C -0.562 -1.057 7.165 0.25 0.86 1.81 -0.3230
C -0.072 0.236 7.907 -1.02 -0.57 -0.14 -0.6711
C -0.372 1.232 6.757 0.32 1.24 2.16 -0.2762
H -0.015 -1.929 7.522 -0.14 -0.12 -0.45 0.3211
H -1.642 -1.207 7.191 0.05 0.02 0.41 0.2771
H 0.980 0.184 8.188 0.10 -0.08 -0.37 0.2950
H -0.616 0.372 8.841 -0.19 0.29 -0.23 0.3337
H 0.149 2.188 6.799 -0.31 -0.05 0.08 0.3595
H -1.457 1.326 6.735 -0.07 0.41 -0.17 0.0705
O 5.390 -2.250 2.021 -0.96 0.30 0.63 -0.6134
C 4.261 -2.618 2.237 0.82 0.58 -1.19 0.3862
O 3.956 -3.912 2.143 2.44 -0.48 -0.87 -0.3724
C 2.629 -4.148 2.283 -2.28 -0.90 2.34 -0.6934
C 1.897 -2.830 2.151 -0.62 -0.22 -1.94 0.4925
C 2.957 -1.845 2.482 1.76 0.28 0.91 0.5335
H 2.486 -4.399 3.335 -0.16 -0.70 0.29 0.3063
H 2.315 -5.016 1.704 -0.08 0.39 -0.33 0.4108
H 0.994 -2.796 2.759 0.08 0.11 -0.20 0.4704
H 1.681 -2.712 1.089 -0.63 0.13 -0.07 -0.6036
H 2.971 -1.672 3.558 -0.08 0.56 0.12 0.1150
H 3.041 -0.915 1.918 -0.41 -0.01 0.19 -0.4225
```
Forces are in eV/Å.

=====

No. 4
The molecule C3H4N2O in a non-equilibrium geometry, computed with ωB97M-V/def2-TZVPD.

As for the spin multiplicity: 1. Its HOMO energy is -9.0 eV. For the gap between HOMO and LUMO, the calculation gives 9.82 eV. The net charge is 0. As for the SMILES: Nc1cnoc1. The calculation puts the largest force on an atom at 3.0 eV Å⁻¹. The calculation puts the energy above the lowest of the compared OMol25 structures with the same formula, charge and spin at 2.931 eV.

Structure (XYZ):
```
10
Properties=species:S:1:pos:R:3:forces:R:3:mulliken_charge:R:1
N 1.631 -0.103 -0.514 -0.38 -0.03 0.17 -0.5234
C 0.253 -0.246 -0.235 -1.31 1.73 0.47 0.5772
C -0.491 1.077 -0.017 0.48 -1.08 -0.18 -0.1680
N -1.756 0.908 0.160 0.56 0.00 -0.09 -0.3168
O -2.027 -0.402 0.099 2.35 -1.88 -0.46 -0.1879
C -0.746 -1.172 -0.151 -1.92 1.98 0.43 -0.5394
H 1.904 0.826 -0.218 0.21 -0.23 -0.17 0.2271
H 2.346 -0.767 -0.236 -0.75 -0.20 0.03 0.2519
H -0.106 2.117 0.010 0.00 -1.01 -0.10 0.2939
H -1.011 -2.236 -0.180 0.77 0.72 -0.09 0.3854
```
Forces are in eV/Å.